A molecular structure, C33H69FGaO19. Source: the Open Molecules 2025 dataset; level of theory: ωB97M-V/def2-TZVPD.

```
123
Properties=species:S:1:pos:R:3:forces:R:3
C 1.19624 -4.72402 3.86394 -0.14 0.09 -0.17
O 1.92103 -3.51875 3.77878 0.17 -0.04 0.10
C 1.15686 -2.38654 4.15196 -0.17 -0.02 -0.01
C 0.40426 -1.78953 2.97834 0.24 0.08 -0.27
C -0.19970 -0.42560 3.29804 -0.02 -0.28 -0.07
C -1.41118 -0.49223 4.23811 -0.07 0.36 0.02
C -2.74531 -0.23727 3.52599 0.23 -0.17 -0.13
C -3.32334 -1.49232 2.87920 -0.17 0.12 -0.02
C -3.84976 -2.53357 3.86263 -0.09 -0.08 -0.16
C -4.09213 -3.91120 3.22909 -0.14 -0.07 0.24
Ga -5.87952 -4.72200 3.73648 -0.15 0.00 0.01
F -5.93887 -6.39889 2.95741 0.05 -0.07 -0.05
H 0.25911 -4.67703 3.30430 -0.08 0.00 -0.04
H 1.81126 -5.50588 3.42924 0.08 -0.10 0.04
H 0.95518 -4.96991 4.90136 0.00 -0.05 0.11
H 1.85277 -1.64501 4.54583 0.12 0.02 0.02
H 0.46492 -2.65118 4.95727 0.00 -0.02 0.13
H 1.12535 -1.68489 2.16403 0.04 0.01 -0.06
H -0.36655 -2.47383 2.62080 -0.10 -0.05 0.06
H -0.49086 0.04481 2.35833 -0.05 0.08 -0.06
H 0.58949 0.20290 3.71818 0.04 0.07 0.08
H -1.29635 0.24123 5.03799 0.05 0.03 0.07
H -1.43901 -1.46792 4.72101 -0.05 -0.05 0.12
H -3.46901 0.19636 4.21689 -0.11 -0.06 0.09
H -2.56482 0.50554 2.74468 -0.08 0.19 0.03
H -4.15913 -1.20103 2.23793 0.00 -0.03 -0.14
H -2.58065 -1.94382 2.21496 0.12 -0.04 0.02
H -4.77907 -2.12912 4.27964 -0.03 0.06 0.11
H -3.16667 -2.63194 4.70828 0.04 -0.02 0.09
H -4.05295 -3.84630 2.13964 0.02 0.02 -0.12
H -3.31333 -4.60748 3.54541 0.14 -0.06 -0.12
H -7.11128 -3.88496 3.10613 0.05 0.05 0.00
H -6.04104 -4.94472 5.32422 0.05 0.02 0.04
C 1.66217 -0.50901 -4.14392 -0.21 0.02 -0.04
C 1.98110 -0.73214 -2.68313 0.23 0.08 -0.03
O 0.79494 -0.86696 -1.88945 0.00 0.12 -0.01
C 0.22768 -2.07494 -1.87706 -0.06 -0.02 0.09
O 0.64624 -3.05978 -2.42900 0.00 0.01 -0.05
O -0.87147 -1.99162 -1.13717 -0.01 -0.01 0.01
C -1.61462 -3.21127 -1.00651 -0.10 -0.05 0.08
H 0.96431 0.32444 -4.24413 0.07 0.05 -0.06
H 2.57362 -0.27177 -4.69288 0.01 0.03 0.00
H 1.20598 -1.38577 -4.60226 0.04 -0.07 0.09
H 2.47507 0.14558 -2.26843 0.01 0.00 0.02
H 2.62998 -1.59413 -2.53204 -0.09 -0.07 0.00
H -0.97197 -4.01670 -0.65985 0.03 -0.01 -0.02
H -2.06447 -3.48228 -1.95996 0.04 -0.02 -0.02
H -2.38901 -3.00947 -0.27314 0.01 0.02 0.01
C -3.71665 3.73091 -6.82550 0.00 -0.06 0.12
C -2.56541 4.70346 -6.69262 -0.06 0.04 -0.23
O -2.21066 4.90980 -5.31606 -0.04 0.03 0.03
C -1.43608 3.96534 -4.78557 0.08 0.03 0.12
O -0.95732 3.02822 -5.37136 -0.05 -0.04 -0.05
O -1.26472 4.23850 -3.49429 0.00 0.03 -0.03
C -0.46960 3.27036 -2.79878 0.11 -0.12 0.23
H -4.56675 4.06866 -6.23239 -0.02 0.02 -0.04
H -4.02660 3.65758 -7.86830 0.01 0.01 -0.01
H -3.43130 2.73736 -6.48052 0.04 0.01 -0.02
H -2.84901 5.68952 -7.05546 0.01 0.03 0.06
H -1.68812 4.36993 -7.24604 0.01 -0.05 0.04
H 0.48179 3.11627 -3.30293 0.00 0.00 -0.04
H -1.00797 2.32685 -2.72328 0.03 -0.03 -0.05
H -0.29676 3.66737 -1.80214 -0.08 0.09 -0.02
C 1.46507 4.58747 3.99407 0.00 0.09 -0.09
C -0.02096 4.30934 4.05191 0.09 -0.16 0.16
O -0.77492 5.30417 3.33265 -0.01 0.06 -0.01
C -0.80006 5.14733 2.01570 -0.01 -0.03 0.01
O -0.28909 4.24450 1.39981 -0.03 0.00 -0.07
O -1.49293 6.14892 1.47981 -0.03 0.03 0.00
C -1.59068 6.10612 0.05233 -0.03 0.03 -0.06
H 1.67769 5.59470 4.35389 0.00 -0.02 0.05
H 1.99880 3.87359 4.62168 -0.01 -0.01 0.01
H 1.84438 4.50237 2.97634 -0.02 -0.03 -0.01
H -0.39082 4.37423 5.07273 -0.04 0.06 -0.01
H -0.26229 3.32240 3.65978 0.00 0.01 -0.06
H -1.98840 5.15003 -0.28020 0.02 -0.03 0.01
H -0.61421 6.27738 -0.39907 0.01 -0.04 -0.01
H -2.27118 6.90577 -0.22166 0.00 0.02 0.03
C -0.51979 -8.30034 9.20089 0.03 0.06 -0.13
C 0.83185 -8.95193 9.39159 -0.12 -0.08 0.20
O 1.65814 -8.81830 8.22309 0.12 -0.03 0.01
C 2.25144 -7.63478 8.07963 -0.34 0.09 -0.20
O 2.18494 -6.70864 8.84612 0.13 -0.01 0.09
O 2.89822 -7.63493 6.91523 0.13 -0.04 0.03
C 3.51753 -6.38907 6.58193 0.08 0.08 -0.09
H -1.01088 -8.69474 8.31127 -0.02 -0.03 0.03
H -1.15414 -8.49983 10.06467 0.00 -0.02 0.01
H -0.42118 -7.22179 9.08973 0.02 0.00 0.03
H 0.72921 -10.02661 9.52926 0.03 -0.01 -0.05
H 1.35738 -8.54032 10.25264 0.02 0.05 -0.03
H 4.17122 -6.05158 7.38294 -0.04 0.00 0.05
H 2.76111 -5.63342 6.38029 0.01 0.03 0.05
H 4.09783 -6.57281 5.68309 -0.03 -0.06 -0.02
C 6.06010 6.65143 -1.45862 0.00 -0.13 0.04
C 4.67725 6.87350 -2.03068 0.07 0.21 -0.03
O 3.96869 5.63829 -2.21025 -0.10 0.01 -0.03
C 3.42488 5.12865 -1.10249 0.33 -0.17 0.06
O 3.47423 5.62031 -0.00350 -0.13 0.07 -0.01
O 2.86459 3.96613 -1.41431 -0.11 -0.01 -0.04
C 2.27967 3.27048 -0.30088 -0.12 -0.14 -0.03
H 6.61936 5.95055 -2.07920 0.01 0.04 -0.03
H 6.60442 7.59543 -1.42279 0.00 0.02 -0.01
H 6.00266 6.24896 -0.44847 -0.03 0.03 0.01
H 4.73508 7.30173 -3.02955 -0.03 -0.05 -0.03
H 4.08783 7.53964 -1.40164 -0.01 -0.04 0.04
H 1.57682 3.90516 0.22822 0.08 0.03 0.08
H 3.06127 2.90998 0.36596 -0.01 0.08 0.05
H 1.74315 2.42393 -0.72102 0.06 -0.02 -0.08
C -0.92947 0.96393 -7.75304 0.07 0.07 -0.14
C -1.02021 -0.22280 -8.68426 -0.08 -0.11 0.22
O -0.83355 0.15999 -10.06193 0.00 -0.07 -0.07
C 0.42674 0.34096 -10.43801 -0.05 0.36 0.10
O 1.40830 0.19494 -9.75695 0.04 -0.13 -0.03
O 0.42418 0.76303 -11.70670 0.00 -0.10 -0.05
C 1.72117 1.04970 -12.23245 0.02 0.01 -0.08
H -1.63092 1.74194 -8.05702 -0.04 -0.03 0.04
H -1.16805 0.66605 -6.73348 -0.02 -0.01 0.02
H 0.07241 1.38995 -7.75148 0.02 -0.03 0.02
H -2.01562 -0.66165 -8.66082 -0.01 0.01 -0.06
H -0.29627 -0.99446 -8.42580 0.05 0.03 -0.03
H 2.38689 0.19906 -12.10589 0.02 0.00 0.03
H 2.14742 1.92171 -11.73891 0.02 -0.02 0.04
H 1.57341 1.25604 -13.28818 -0.04 0.01 0.00
```
Positions in Å, forces in eV/Å.

Summary:
- electronic energy (eV) = -129339.0256
- net charge = -1
- E_HOMO (eV) = -4.724
- HOMO-LUMO gap (eV) = 6.44
- LUMO energy (eV) = 1.71